The following is a DFT calculation (ωB97M-V/def2-TZVPD) of 7 unconnected molecules or ions with the total composition C37H61N6O2P2S.

Geometry (Å):
C -0.7642 2.2210 -3.8341
C 0.3570 1.1620 -4.0833
C -0.1969 -0.2842 -4.2595
C -0.7389 -0.8779 -2.9188
C -0.5429 -2.4385 -2.8956
C 0.7592 -2.8284 -2.1454
C 0.5638 -2.9498 -0.5894
C 1.8264 -3.6835 -0.0467
C 1.8905 -3.7474 1.5098
C 2.3956 -2.3855 2.1163
C 3.3592 -2.5489 3.3354
P 2.6489 -3.4257 4.8672
O 0.9776 -3.1985 4.4595
C 0.3869 -2.7336 5.6492
C 1.3238 -1.5152 6.0630
P 0.9676 -0.0067 4.9720
S 2.4755 1.2363 5.0284
O 2.6433 -1.9248 5.8203
H -1.2315 2.5348 -4.7821
H -1.5372 1.8375 -3.1416
H -0.2948 3.0964 -3.3489
H 0.8689 1.4582 -5.0201
H 1.0918 1.1859 -3.2574
H -1.0246 -0.2322 -4.9885
H 0.6365 -0.9216 -4.6156
H -0.1960 -0.4404 -2.0562
H -1.8125 -0.6573 -2.7647
H -1.4299 -2.9014 -2.4171
H -0.5392 -2.7749 -3.9525
H 1.5426 -2.0682 -2.3559
H 1.1763 -3.7797 -2.5372
H 0.4779 -1.9231 -0.1928
H -0.3507 -3.5525 -0.4465
H 2.7186 -3.1339 -0.4022
H 1.8243 -4.7097 -0.4605
H 2.5273 -4.5699 1.8700
H 0.8443 -3.8565 1.8627
H 2.9816 -1.8928 1.3001
H 1.5323 -1.7253 2.3060
H 4.2871 -3.0615 3.0166
H 3.6346 -1.5195 3.6534
H 2.7053 -4.7351 4.2293
H 4.0466 -3.5914 5.2785
H 2.3388 -4.1541 6.0848
H 0.4334 -3.4504 6.5026
H -0.7054 -2.5328 5.5948
H 1.0964 -1.1340 7.0779
H 0.6168 -0.4090 3.6432
H -0.2299 0.5970 5.4876
N -0.2721 5.6748 2.7502
C 0.0228 4.6661 3.6313
C 1.2913 4.2228 3.3595
C 1.7840 4.9966 2.2772
C 0.8006 5.8854 1.9234
H -1.1381 6.1778 2.7177
H -0.6943 4.3513 4.3710
H 1.8084 3.4280 3.8821
H 2.7515 4.9107 1.8097
H 0.7714 6.6437 1.1566
N -2.2181 7.0574 -3.9078
C -2.9469 7.4974 -2.8363
C -3.4758 6.3987 -2.2082
C -3.0453 5.2530 -2.9254
C -2.2688 5.6911 -3.9668
H -1.7224 7.6454 -4.5504
H -3.0265 8.5486 -2.6150
H -4.1011 6.4160 -1.3305
H -3.2773 4.2243 -2.7029
H -1.7510 5.1513 -4.7418
N -4.3699 -1.1265 -7.2787
C -4.1987 -0.5346 -8.5006
C -2.8600 -0.5640 -8.7981
C -2.2005 -1.2023 -7.7165
C -3.1585 -1.5402 -6.7958
H -5.2482 -1.2400 -6.8091
H -5.0395 -0.1444 -9.0494
H -2.4054 -0.1715 -9.6932
H -1.1436 -1.3926 -7.6237
H -3.0832 -2.0361 -5.8420
N -0.2091 9.4146 1.9827
C -1.0951 10.3347 2.4730
C -0.4818 11.5611 2.4554
C 0.8220 11.3731 1.9299
C 0.9599 10.0386 1.6457
H -0.3871 8.4333 1.8859
H -2.0806 10.0386 2.7918
H -0.9211 12.4894 2.7827
H 1.5741 12.1299 1.7774
H 1.7858 9.4816 1.2358
N 3.5556 -7.1810 -3.5967
C 2.7584 -7.9755 -4.3753
C 2.0286 -7.1589 -5.2014
C 2.4044 -5.8221 -4.9125
C 3.3499 -5.8683 -3.9202
H 4.1927 -7.5102 -2.8960
H 2.7779 -9.0477 -4.2737
H 1.3062 -7.4856 -5.9317
H 2.0250 -4.9273 -5.3788
H 3.8904 -5.0835 -3.4174
N -1.6034 -5.2931 6.3488
C -2.3607 -4.7950 7.3713
C -2.9536 -5.8532 8.0134
C -2.5314 -7.0350 7.3538
C -1.6966 -6.6556 6.3325
H -1.0592 -4.7405 5.7072
H -2.4135 -3.7344 7.5536
H -3.6147 -5.7850 8.8624
H -2.8064 -8.0482 7.5994
H -1.1637 -7.2362 5.5985

2S+1: 1
HOMO energy (eV): -4.4
Energy relative to the best compared isomer or geometry (same formula, charge and spin) (kJ/mol): 0.0
Charge: -1
E_LUMO (eV): 1.81

***

The following is a DFT calculation (ωB97M-V/def2-TZVPD) of a molecular structure, C37H61N6O7Si4Ti.

Geometry (Å):
Ti 0.1229 1.5763 0.3219
O 3.6992 0.1218 -1.9610
C 2.9104 0.0246 -3.0484
C 3.4299 -0.5985 -4.1750
C 2.6753 -0.7208 -5.3321
C 1.3841 -0.2085 -5.3719
C 0.8386 0.3891 -4.2525
C 1.5736 0.5055 -3.0569
C 0.9792 0.9940 -1.8304
O 1.7210 1.2163 -0.7405
N -0.2885 1.2472 -1.5569
N -1.3398 1.0719 -2.3814
C -2.2917 2.0071 -2.3597
C -2.4076 3.2818 -1.7264
C -3.3798 4.1622 -2.2709
C -3.5719 5.4456 -1.8218
C -2.7600 5.9544 -0.8073
C -1.8195 5.1204 -0.2269
C -1.6704 3.7839 -0.6000
O -0.9125 3.0145 0.1993
H 3.1620 0.5220 -1.2355
H 4.4372 -0.9906 -4.1169
H 3.0994 -1.2072 -6.2013
H 0.7941 -0.2868 -6.2767
H -0.1669 0.7821 -4.2742
H -3.0839 1.7715 -3.0680
H -3.9932 3.7872 -3.0831
H -4.3425 6.0658 -2.2635
H -2.8729 6.9735 -0.4607
H -1.1778 5.4819 0.5688
N -2.8554 -1.8703 -0.9818
C -3.0111 -3.3106 -1.1789
C -2.1274 -3.8437 -2.3188
C -0.6177 -3.7599 -2.0243
N -0.2284 -2.3747 -1.9696
C -0.3117 -4.4445 -0.6863
C -1.1462 -3.8912 0.4752
N -0.8320 -2.4540 0.7659
C -2.6398 -4.0475 0.1245
H -2.5920 -1.3608 -1.8292
H -3.6865 -1.4483 -0.5831
H -1.4225 -1.8765 0.0622
H -4.0536 -3.5549 -1.4257
H -2.3389 -3.2792 -3.2311
H -2.3979 -4.8877 -2.4982
H -0.0912 -4.3226 -2.8160
H -0.3887 -1.9243 -2.8605
H 0.7459 -2.2518 -1.7129
H 0.7493 -4.3269 -0.4538
H -0.5295 -5.5101 -0.7853
H -0.9143 -4.4647 1.3775
H 0.1931 -2.1884 0.6249
H -1.1223 -2.2170 1.7113
H -3.2533 -3.6665 0.9453
H -2.8615 -5.1097 -0.0005
N 1.3662 0.8491 1.9952
H 1.5649 1.4341 2.7998
H 2.2739 0.5939 1.5653
H 1.0297 -0.0368 2.3561
C -2.7727 0.0868 5.3847
Si -1.7003 -0.5200 3.9265
C 0.0227 -0.8901 4.6775
C -2.3553 -2.3244 3.6694
Si -1.7461 0.9553 1.9834
Si -0.7826 3.0641 3.2917
C -2.0140 4.5126 3.5078
C -0.1805 2.7734 5.0989
C 0.8115 3.8731 2.5441
Si -4.0892 1.3801 1.9605
C -4.8510 2.5129 3.2941
C -5.0219 -0.2880 2.1704
C -4.7937 2.0776 0.3388
H -2.5816 -0.4518 6.3150
H -3.8315 -0.0240 5.1435
H -2.5964 1.1472 5.5682
H -0.0353 -1.6069 5.4992
H 0.4748 0.0214 5.0703
H 0.7119 -1.3085 3.9395
H -2.8020 -2.6971 4.5932
H -1.5679 -3.0325 3.3966
H -3.1342 -2.3691 2.9054
H -2.7620 4.2618 4.2617
H -2.5372 4.7231 2.5740
H -1.5148 5.4310 3.8260
H -0.9634 2.3189 5.7075
H 0.1029 3.7117 5.5813
H 0.6867 2.1109 5.1409
H 0.9717 3.5893 1.5042
H 1.7095 3.5978 3.1022
H 0.7439 4.9628 2.5671
H -4.4597 2.2749 4.2849
H -5.9385 2.4238 3.3328
H -4.6077 3.5559 3.0882
H -4.9293 -0.6607 3.1923
H -4.6269 -1.0622 1.5071
H -6.0863 -0.1825 1.9520
H -4.4332 3.0949 0.1825
H -5.8858 2.1110 0.3410
H -4.4797 1.4999 -0.5331
O 3.5602 -0.6041 1.1590
C 2.9536 -1.5695 0.6665
O 1.7047 -1.6301 0.4315
C 3.7829 -2.7926 0.3473
C 3.5479 -3.5668 -0.7776
C 4.3593 -4.6550 -1.1017
C 5.3974 -4.9333 -0.2479
O 6.3419 -5.9360 -0.3324
C 7.1926 -5.7570 0.7848
O 6.7151 -4.6813 1.5692
C 5.6301 -4.1699 0.8877
C 4.8485 -3.0929 1.2078
H 2.7379 -3.2992 -1.4439
H 4.1894 -5.2545 -1.9851
H 8.2136 -5.5385 0.4445
H 7.2073 -6.6721 1.3890
H 5.0350 -2.4783 2.0761

2S+1: 3
HOMO energy (spin up / spin down) (eV): -1.6 / -4.7
⟨S²⟩: 2.0553
Energy relative to the best compared isomer or geometry (same formula, charge and spin) (kJ/mol): 384.2
Charge: -1
E_LUMO (spin up / spin down) (eV): 2.15 / 2.15

***

The following is a DFT calculation (ωB97M-V/def2-TZVPD) of 3 unconnected molecules or ions with the total composition C37H62N4O9S.

Geometry (Å):
C 11.1066 -2.8152 0.2161
C 9.6343 -3.2747 0.8423
O 8.5478 -3.2017 -0.1473
C 7.6950 -2.0089 0.0561
C 6.2779 -2.3938 0.8420
O 5.0810 -1.8287 0.1676
C 3.9570 -2.7258 0.4984
C 2.5536 -2.0861 -0.1458
O 1.9289 -1.0878 0.7802
C 1.2804 -0.1207 -0.1689
C 0.3061 0.8771 0.6743
N -0.7387 0.2104 1.5372
C -1.2803 -1.0723 0.9643
C -2.4574 -1.5853 2.0376
C -3.9426 -1.7198 1.3574
C -4.2342 -3.3539 1.1921
C -5.8447 -3.5305 0.9355
C -6.2439 -4.9868 0.2843
O -5.0904 -5.8323 -0.0698
C -5.2998 -6.5306 -1.3567
C -5.3963 -8.1720 -1.5022
O -5.3782 -5.8280 -2.5153
O 1.2086 1.5865 1.6458
C 0.9885 1.0420 3.0141
N 1.1335 0.3418 4.1170
C -0.3502 2.1316 -0.2252
C 0.8011 2.7499 -1.1919
C 0.4725 4.1295 -1.9871
C -0.8347 4.1239 -2.9664
C 0.4925 5.5000 -1.0266
N -1.5708 1.5670 -0.8911
C -1.3177 0.9019 -2.0568
S -0.8363 0.0149 -3.4393
O -0.6270 3.1510 0.8289
C -1.9190 3.8077 0.6599
C -3.1777 3.0843 1.4627
C -4.4300 2.2941 0.7458
C -5.6574 1.5448 1.5085
N -5.7049 1.5200 2.9978
C -4.6077 2.2439 3.6992
C -3.3063 3.0433 3.1306
H 11.5941 -1.9314 0.8495
H 11.8413 -3.7347 0.1896
H 10.9976 -2.4469 -0.8996
H 9.7798 -4.4067 1.1793
H 9.4100 -2.6608 1.8196
H 8.2864 -1.1779 0.6738
H 7.4713 -1.5690 -1.0195
H 6.3287 -1.9418 1.9446
H 6.2410 -3.5865 0.8559
H 3.7368 -2.7952 1.6695
H 4.1128 -3.7987 0.0246
H 1.8353 -2.9873 -0.3958
H 2.8720 -1.6194 -1.1763
H 2.1901 0.3987 -0.7142
H 0.7184 -0.7373 -1.0227
H -1.5358 0.8479 1.7536
H -0.5234 -1.9612 0.8973
H -1.8264 -0.9790 -0.0660
H -2.5440 -0.8214 2.9342
H -2.0989 -2.6174 2.5054
H -4.7324 -1.3443 2.1697
H -4.0835 -1.1214 0.3618
H -3.9798 -3.9073 2.2113
H -3.5469 -3.7488 0.3302
H -6.3733 -3.4485 1.9834
H -6.2205 -2.6589 0.2501
H -6.8921 -4.7433 -0.6861
H -6.9038 -5.6276 1.0394
H -4.9155 -8.4348 -2.5556
H -4.7576 -8.7175 -0.6814
H -6.5210 -8.5605 -1.5520
H 1.2410 1.9877 -1.9994
H 1.7382 2.9869 -0.4889
H 1.4046 4.3047 -2.7168
H -1.1411 5.2588 -3.1732
H -1.7911 3.6045 -2.5473
H -0.5408 3.6832 -4.0276
H 1.1341 5.2850 -0.0545
H -0.5815 5.8535 -0.7241
H 1.0650 6.3423 -1.6304
H -1.8123 4.8741 1.1906
H -2.1983 4.0825 -0.4648
H -4.4311 2.2491 -0.4428
H -6.4784 0.9927 0.8408
H -4.6921 2.2412 4.8923
H -2.4976 3.5684 3.8325
C 0.8500 -5.8192 -4.3424
C 0.4273 -4.4003 -4.6229
C 0.0079 -3.9177 -3.2515
O 0.8099 -4.6274 -2.2974
C 1.4856 -5.6958 -2.9749
H 1.5294 -6.2319 -5.0925
H -0.0338 -6.4658 -4.2869
H 1.2878 -3.8200 -4.9762
H -0.3695 -4.3175 -5.3665
H -1.0416 -4.1569 -3.0497
H 0.1510 -2.8408 -3.1242
H 2.5443 -5.4252 -3.0527
H 1.4025 -6.6151 -2.3888
C 0.1358 10.0921 1.8704
C -0.1791 9.1223 2.9799
C -1.0230 8.0883 2.2668
O -0.5710 8.0487 0.9062
C 0.2926 9.1713 0.6800
H 1.0237 10.7012 2.0579
H -0.7154 10.7650 1.7128
H 0.7469 8.6621 3.3441
H -0.6918 9.5785 3.8305
H -2.0801 8.3743 2.2596
H -0.9336 7.0938 2.7135
H 1.3181 8.7936 0.6033
H 0.0278 9.6561 -0.2636

2S+1: 1
HOMO energy (eV): -8.9
SMILES: CCOCCOCCOC[C@@](NCCCCCCOC(C)=O)(OC#N)[C@@](CC(C)C)(N=C=S)OCc1ccncc1.C1CCOC1.C1CCOC1
E_LUMO (eV): -1.10

***

The following is a DFT calculation (ωB97M-V/def2-TZVPD) of a molecular structure, C37H63BBrN6O3PS3Si2TeTi.

Geometry (Å):
Ti -0.6146 1.3497 0.8667
C -5.2801 5.1579 -1.2161
C -4.2570 4.1410 -1.8001
C -4.9179 3.2703 -2.8271
C -3.7084 3.4311 -0.5949
C -4.3143 2.4844 0.3168
C -3.3452 2.3935 1.3019
N -2.2514 3.1724 0.9729
N -2.4937 3.7450 -0.1948
B -1.3686 4.0822 1.8531
N -0.8768 3.3280 3.0699
C -0.3800 3.9048 4.1419
C 0.5030 3.0482 4.7502
C 0.5041 1.9160 3.9331
N -0.3101 2.1151 2.9107
C 1.3167 0.6845 4.1548
C 1.0815 0.0786 5.5423
C 2.8143 0.9650 3.9708
N -0.0938 4.4584 1.0152
C 0.6051 5.6103 1.0102
C 1.7921 5.3756 0.3942
C 1.6924 3.9921 -0.0339
N 0.5987 3.4331 0.4706
C 2.8305 3.3648 -0.8307
C 2.3757 2.8620 -2.2127
C 3.5356 2.2745 -0.0659
H -5.7021 5.7873 -2.0159
H -4.9727 5.7022 -0.3062
H -6.0413 4.4390 -0.8472
H -3.4627 4.6801 -2.2514
H -5.6646 2.5585 -2.5114
H -4.1455 2.6668 -3.3163
H -5.4415 3.8203 -3.6510
H -5.1674 1.8559 0.2298
H -3.4051 1.9269 2.1695
H -2.0421 5.1044 2.1646
H -0.6125 4.9064 4.3354
H 0.9669 3.3240 5.7079
H 1.0250 -0.0731 3.4755
H 1.5594 0.6795 6.3423
H 1.6123 -0.8433 5.5140
H 0.0416 -0.0983 5.6718
H 3.2212 1.7748 4.5004
H 3.0023 1.1197 2.9220
H 3.3980 0.1291 4.2895
H 0.3026 6.4982 1.4690
H 2.6005 6.0252 0.1505
H 3.5511 4.2169 -1.0927
H 2.1397 3.6848 -2.8763
H 1.3684 2.4153 -2.0067
H 3.1980 2.2876 -2.5600
H 2.9050 1.4231 0.0345
H 3.8234 2.6087 0.9404
H 4.4051 1.8662 -0.5967
S 0.0555 -2.8141 2.5602
C -0.2602 -1.3640 1.7750
S -1.8126 -0.5138 1.8183
S 0.9489 -0.5168 0.7724
C -5.6287 -3.4067 2.3711
P -5.2343 -3.9853 0.7091
C -5.3379 -5.8115 0.8974
C -3.4992 -3.7254 0.2824
O -6.1691 -3.4426 -0.3389
H -5.0914 -2.4688 2.5613
H -5.3700 -4.1070 3.1323
H -6.6933 -3.1260 2.3897
H -4.4733 -5.9732 1.5450
H -5.1359 -6.2187 -0.1044
H -6.2268 -6.1624 1.3295
H -2.9122 -4.1645 1.0999
H -3.2815 -2.6889 0.0513
H -3.3864 -4.3681 -0.5972
Br -6.6275 -0.7737 -4.2768
C -4.9003 -0.4425 -3.5914
C -4.6829 -0.5005 -2.2224
C -3.4292 -0.0622 -1.7264
C -2.3754 0.2520 -2.5748
C -2.6358 0.2236 -3.9597
C -3.8589 -0.1386 -4.4653
C -1.0091 0.6927 -2.1724
O -0.0086 0.4375 -2.7592
O -0.9901 1.3129 -0.9940
H -5.3998 -0.8278 -1.5030
H -3.1900 -0.0282 -0.6420
H -1.8713 0.4513 -4.7079
H -3.9391 -0.1588 -5.5688
C 7.5050 -1.5455 0.2968
Si 6.3438 -3.0079 0.4128
C 7.1595 -4.2532 1.5968
C 4.7641 -2.3551 1.0794
C 5.9620 -3.7933 -1.1708
Te 4.3770 -5.1830 -1.0096
C 3.0875 -4.5406 -2.6223
Si 2.0841 -2.9412 -2.8335
C 1.5002 -2.7847 -4.6245
C 0.5587 -3.1021 -1.6596
C 2.8433 -1.3666 -2.2133
H 7.9158 -1.4673 1.2777
H 7.0443 -0.6172 -0.0579
H 8.3371 -1.5717 -0.4633
H 6.9834 -4.0047 2.6475
H 8.3101 -4.2578 1.6281
H 6.7849 -5.2527 1.3002
H 4.5620 -2.0204 2.1048
H 4.0385 -3.0860 0.8732
H 4.5026 -1.6088 0.3467
H 6.6896 -4.2057 -1.8223
H 5.5044 -2.9638 -1.7203
H 2.3067 -5.3109 -2.4726
H 3.5840 -4.8327 -3.5355
H 1.3566 -3.7328 -5.0782
H 2.1698 -2.2146 -5.3199
H 0.5540 -2.1831 -4.7405
H 0.0228 -4.0345 -1.6046
H -0.2112 -2.2916 -1.7634
H 0.9228 -2.9323 -0.6931
H 3.7856 -1.0262 -2.6999
H 3.0419 -1.6856 -1.1378
H 2.1351 -0.5310 -2.1953

2S+1: 2
HOMO energy (spin up / spin down) (eV): -5.3 / -5.3
⟨S²⟩: 0.7538
Energy relative to the best compared isomer or geometry (same formula, charge and spin) (kJ/mol): 242.0
Charge: -1
E_LUMO (spin up / spin down) (eV): 2.06 / 2.06